[1]
{
  "formula": "C29H36N8Pd",
  "method": "ωB97M-V/def2-TZVPD",
  "relative_energy_ev": 0.0000,
  "total_charge": -2,
  "multiplicity": 3,
  "lumo_ev": [4.22, 4.22],
  "gap_ha": [0.061, 0.100],
  "symbols": ["Pd", "N", "N", "C", "C", "C", "C", "H", "H", "H", "C", "C", "H", "H", "H", "C", "C", "H", "H", "H", "C", "H", "H", "H", "C", "H", "H", "H", "C", "H", "C", "H", "C", "H", "C", "H", "C", "C", "H", "C", "C", "H", "C", "H", "N", "C", "C", "C", "H", "C", "C", "H", "H", "H", "C", "H", "C", "C", "H", "H", "H", "C", "H", "H", "H", "N", "N", "N", "C", "N", "N", "H", "H", "H"],
  "coordinates": [[-0.18996, -0.77284, -0.52948], [1.62879, -1.07288, 2.79846], [-0.61856, 0.82446, 2.40901], [-1.06340, -0.86746, -2.41169], [-1.96136, -1.35453, -1.40457], [-1.33186, -2.47628, -0.76219], [-1.80556, -3.18003, 0.45378], [-2.81002, -2.84976, 0.73445], [-1.12976, -2.98496, 1.29977], [-1.81727, -4.26418, 0.28878], [-0.05578, -2.66396, -1.37687], [0.92965, -3.74534, -1.09282], [1.19365, -4.28208, -2.01511], [0.52398, -4.46591, -0.37679], [1.84920, -3.31885, -0.67066], [0.12887, -1.65501, -2.36875], [1.35740, -1.46587, -3.18777], [2.25672, -1.54907, -2.56498], [1.35821, -0.48260, -3.66681], [1.44245, -2.22879, -3.97311], [-3.24322, -0.74949, -0.98281], [-4.03494, -1.50373, -0.90734], [-3.56204, 0.02398, -1.68534], [-3.13867, -0.29466, 0.00936], [-1.25033, 0.32924, -3.26169], [-0.81294, 1.20384, -2.75992], [-2.31044, 0.54261, -3.43029], [-0.73964, 0.21100, -4.22483], [2.74150, -1.71985, 3.23865], [3.17188, -2.47865, 2.55804], [3.28045, -1.48219, 4.49094], [4.29301, -1.85530, 4.64506], [2.52265, -0.78515, 5.43684], [2.92817, -0.56665, 6.42816], [1.21793, -0.47786, 5.10620], [0.52131, -0.06918, 5.83983], [0.72016, -0.60633, 3.78605], [-0.50856, -0.09103, 3.45962], [-1.35997, -0.16045, 4.14784], [-0.49189, 0.75504, 1.01712], [-0.76001, 2.17336, 2.78401], [-0.84957, 2.46995, 3.80835], [-0.65824, 2.91974, 1.69514], [-0.70217, 3.98988, 1.58124], [-0.56588, 2.04517, 0.61224], [-0.73769, 2.58063, -0.70727], [-2.02054, 3.02913, -1.07732], [-2.17246, 3.68161, -2.30803], [-3.16873, 4.00215, -2.63579], [-1.06478, 3.98449, -3.10377], [-1.22346, 4.78971, -4.36202], [-0.85373, 4.23264, -5.23144], [-0.65852, 5.73130, -4.30764], [-2.28018, 5.02115, -4.52894], [0.20839, 3.59804, -2.67243], [1.08119, 3.85808, -3.28185], [0.39724, 2.93769, -1.44845], [1.77733, 2.64398, -0.94688], [1.98361, 3.17117, -0.00474], [2.51080, 3.01358, -1.67388], [1.95673, 1.56522, -0.79829], [-3.20693, 2.82626, -0.19015], [-3.13827, 3.43332, 0.72375], [-3.35715, 1.77358, 0.09625], [-4.11591, 3.15962, -0.71227], [4.05389, -2.97396, 0.61968], [3.49120, -1.86714, 1.25820], [1.39261, -3.88794, 2.21192], [0.63745, -4.57092, 2.77121], [1.43571, -1.01607, 1.45652], [2.31814, -1.58433, 0.72604], [3.51817, -3.79672, 0.92016], [5.01985, -3.08138, 0.93249], [-0.07787, -5.22221, 3.29980]],
  "atomic_forces_ev_per_a": [[3.2, 5.5, 6.2], [0.3, 0.8, 1.4], [-0.4, 2.2, -2.0], [-0.2, -0.3, -1.3], [-0.7, -1.2, -0.6], [-1.1, -1.6, -1.1], [0.0, -0.5, 0.3], [0.0, -0.1, 0.0], [-0.3, 0.0, -0.1], [-0.2, -0.2, 0.1], [-0.4, -1.5, -0.4], [0.2, -0.1, 0.0], [0.0, 0.0, 0.0], [0.1, 0.0, 0.0], [-0.2, -0.2, -0.1], [-0.3, -0.3, -1.5], [0.2, -0.2, -0.2], [-0.2, 0.1, -0.1], [0.1, -0.1, 0.0], [0.1, 0.0, -0.2], [-0.5, 0.1, 0.2], [-0.1, 0.1, -0.1], [-0.1, 0.0, 0.0], [-0.1, 0.0, -0.1], [0.0, 0.7, -0.2], [-0.3, -0.2, -0.5], [0.0, 0.0, -0.2], [-0.2, 0.1, 0.0], [1.0, -2.2, 4.1], [-0.9, 0.8, 2.5], [-0.2, -0.1, -0.9], [-0.2, -0.1, 0.4], [1.0, -0.1, 0.9], [-0.2, 0.0, -0.2], [-0.8, -0.1, -0.3], [0.2, 0.1, -0.2], [1.7, 0.4, 0.4], [-2.1, -1.8, -0.3], [0.5, 0.4, -0.2], [-0.9, -0.7, 0.3], [0.6, -1.0, 0.1], [0.1, -0.1, 0.2], [-0.6, 0.9, -0.7], [0.0, 0.0, -0.1], [0.1, 1.2, 0.5], [0.1, 0.5, 0.4], [0.5, -0.4, -0.5], [0.4, 0.1, 0.1], [0.3, -0.1, 0.2], [0.1, -0.1, 0.4], [0.0, -0.1, -0.3], [-0.1, 0.1, 0.1], [-0.2, -0.2, 0.0], [0.2, 0.0, -0.1], [-0.2, 0.1, 0.3], [-0.2, -0.1, 0.2], [-0.3, -0.1, -0.5], [0.5, -0.1, -0.1], [-0.2, -0.3, -0.1], [-0.1, -0.1, 0.1], [-0.3, 0.3, 0.1], [-0.7, 0.0, 0.1], [0.1, -0.3, -0.1], [0.2, 0.4, 0.0], [0.2, -0.1, 0.1], [0.4, -1.0, -1.5], [1.1, 2.3, -3.5], [-1.4, -1.7, 0.8], [0.4, 0.3, -0.3], [-1.3, 0.0, -0.3], [1.5, -0.8, -1.2], [0.4, -0.1, 0.0], [-0.5, 0.1, 0.1], [0.8, 0.9, -0.6]],
  "lowdin_spin": [0.58, 0.10, 0.01, 0.04, 0.09, 0.00, 0.00, 0.00, 0.00, 0.00, 0.07, 0.02, 0.01, 0.00, 0.00, 0.02, 0.01, 0.00, 0.00, 0.00, 0.02, 0.01, 0.00, 0.01, 0.01, 0.00, 0.00, 0.00, 0.18, 0.01, 0.03, 0.00, 0.19, 0.02, 0.07, 0.00, 0.07, 0.07, 0.01, 0.04, 0.01, 0.00, 0.00, 0.00, 0.00, 0.00, 0.00, 0.00, 0.00, 0.00, 0.00, 0.00, 0.00, 0.00, 0.00, 0.00, 0.00, 0.00, 0.00, 0.00, 0.00, 0.00, 0.00, 0.00, 0.00, 0.03, 0.16, 0.01, 0.02, -0.03, 0.10, 0.01, 0.00, 0.00]
}

=====

[2]
{
  "formula": "C29H37BrI3N3PS2V",
  "method": "ωB97M-V/def2-TZVPD",
  "relative_energy_ev": 0.2210,
  "total_charge": -1,
  "multiplicity": 4,
  "lumo_ev": [1.45, 1.47],
  "gap_ha": [0.254, 0.264],
  "symbols": ["V", "S", "C", "S", "C", "C", "N", "C", "N", "Br", "C", "C", "C", "C", "C", "C", "I", "H", "H", "H", "H", "I", "I", "C", "C", "C", "C", "C", "C", "P", "C", "C", "C", "C", "C", "C", "C", "C", "C", "C", "C", "C", "H", "H", "H", "H", "H", "H", "H", "H", "H", "H", "H", "H", "H", "H", "H", "H", "H", "H", "H", "H", "H", "H", "H", "H", "H", "H", "H", "H", "H", "H", "H", "H", "H", "N", "C"],
  "coordinates": [[-0.00556, -1.22596, 2.50014], [0.27203, -1.24263, 5.00037], [1.86138, -0.75949, 4.56477], [2.48625, -1.35047, 3.03182], [2.60521, 0.16164, 5.26846], [2.08055, 0.79550, 6.43367], [1.65568, 1.30774, 7.37329], [3.90441, 0.56654, 4.83643], [4.95541, 0.89219, 4.49457], [1.57886, 3.93140, 2.62468], [-0.09195, 3.87204, 1.73618], [-0.32804, 4.81522, 0.74542], [-1.54763, 4.83761, 0.08862], [-2.53342, 3.92425, 0.42838], [-2.28841, 2.97360, 1.40744], [-1.06147, 2.92817, 2.06065], [-0.73366, 1.41883, 3.48445], [0.44613, 5.52867, 0.49960], [-1.72492, 5.57390, -0.68383], [-3.49297, 3.94281, -0.07088], [-3.05112, 2.25292, 1.66646], [1.37450, -3.79645, 2.59731], [0.12854, -6.17157, 1.79142], [0.79745, -4.35264, -2.50652], [1.83732, -3.97618, -1.45705], [1.75037, -2.47905, -1.12853], [0.29704, -1.96391, -1.19735], [-0.67046, -3.10260, -0.85284], [-0.61804, -4.19387, -1.92823], [0.00095, -0.54413, -0.06236], [-1.56231, 0.27076, -0.68335], [-1.88176, 0.20967, -2.20140], [-3.09352, -0.66688, -2.50980], [-4.36186, -0.13455, -1.82898], [-4.03929, 0.51821, -0.47554], [-2.79689, -0.11451, 0.14163], [1.21508, 0.79406, -0.49790], [2.66607, 0.55702, -0.07330], [3.44128, 1.88323, -0.06258], [2.93569, 2.85231, -1.14098], [2.43093, 2.06327, -2.34315], [1.17925, 1.25377, -1.96744], [0.94979, -5.37534, -2.85585], [0.92367, -3.70420, -3.38076], [2.84645, -4.21900, -1.79521], [1.66020, -4.56698, -0.55499], [2.36086, -1.91285, -1.83674], [2.17502, -2.29983, -0.13718], [0.09594, -1.63489, -2.22197], [-1.69144, -2.74428, -0.72996], [-0.39319, -3.51823, 0.11893], [-1.32278, -3.95889, -2.73206], [-0.94407, -5.13535, -1.48242], [-1.35238, 1.32296, -0.44320], [-1.02846, -0.12367, -2.78915], [-2.09793, 1.22665, -2.54680], [-2.89656, -1.68570, -2.17546], [-3.23933, -0.72522, -3.59103], [-5.06186, -0.95952, -1.68061], [-4.86257, 0.58740, -2.47985], [-4.88912, 0.43068, 0.20351], [-3.85569, 1.58999, -0.61579], [-2.92758, -1.19546, 0.19887], [-2.66346, 0.19266, 1.17889], [0.83639, 1.61842, 0.12809], [3.13574, -0.14225, -0.76697], [2.71946, 0.09827, 0.90985], [4.50306, 1.67623, -0.21377], [3.35558, 2.34559, 0.91964], [3.72688, 3.54648, -1.43081], [2.11682, 3.46325, -0.74589], [3.22449, 1.38713, -2.67486], [2.20685, 2.71781, -3.18844], [1.09686, 0.39368, -2.63748], [0.28762, 1.86636, -2.13102], [-3.03736, -2.53498, 2.54974], [-1.97507, -2.07740, 2.52702]],
  "atomic_forces_ev_per_a": [[-0.3, -0.3, -0.1], [-0.1, 0.0, -0.1], [0.0, 0.1, 0.1], [0.2, 0.2, 0.0], [0.0, 0.0, 0.0], [0.0, -0.1, 0.0], [0.0, 0.1, 0.0], [0.0, -0.1, 0.0], [0.0, 0.1, 0.0], [0.0, 0.0, 0.0], [0.1, 0.0, 0.0], [0.0, 0.0, 0.0], [0.0, 0.0, 0.0], [0.0, 0.0, 0.0], [0.0, 0.1, 0.0], [0.0, 0.0, 0.0], [0.0, 0.1, 0.1], [0.0, 0.0, 0.0], [0.0, 0.0, 0.0], [0.0, 0.0, 0.0], [0.0, 0.0, 0.0], [0.1, 0.0, 0.0], [-0.1, -0.1, 0.0], [0.0, 0.0, 0.0], [0.0, 0.0, 0.0], [0.0, 0.0, 0.0], [0.0, 0.0, 0.0], [0.0, 0.0, 0.0], [0.0, 0.0, 0.0], [0.0, 0.0, 0.0], [0.0, 0.1, 0.1], [0.0, 0.0, 0.0], [0.0, 0.0, 0.0], [0.0, 0.0, 0.0], [0.0, 0.0, 0.0], [0.0, 0.0, 0.0], [0.0, 0.0, 0.0], [0.0, 0.0, 0.0], [0.0, 0.0, 0.0], [0.0, 0.0, 0.0], [0.0, 0.0, 0.0], [-0.1, 0.1, 0.0], [0.0, 0.0, 0.0], [0.0, 0.0, 0.0], [0.0, 0.0, 0.0], [0.0, 0.0, 0.0], [0.0, 0.0, 0.0], [0.0, 0.0, 0.0], [0.0, 0.0, 0.0], [-0.1, 0.0, 0.0], [0.0, 0.0, 0.0], [0.0, 0.0, 0.0], [0.0, 0.0, 0.0], [0.0, -0.1, 0.0], [0.0, 0.0, 0.0], [0.0, 0.0, 0.0], [0.0, -0.1, 0.0], [0.0, 0.0, 0.0], [0.0, 0.0, 0.0], [0.0, 0.0, 0.0], [0.0, 0.0, 0.0], [0.0, 0.0, 0.0], [0.0, 0.0, 0.0], [0.0, 0.0, 0.0], [0.0, 0.0, 0.0], [0.0, 0.0, 0.0], [0.0, 0.0, 0.1], [0.0, 0.0, 0.0], [0.0, 0.0, 0.0], [0.0, 0.0, 0.0], [0.0, 0.0, 0.0], [0.0, 0.0, 0.0], [0.0, 0.0, 0.0], [0.0, 0.0, 0.0], [0.0, 0.0, 0.0], [-0.2, -0.1, 0.0], [0.3, 0.3, 0.0]],
  "lowdin_spin": [2.81, 0.01, 0.01, 0.01, 0.01, 0.00, 0.00, 0.00, 0.00, 0.00, 0.00, 0.00, 0.00, 0.00, 0.00, 0.00, 0.01, 0.00, 0.00, 0.00, 0.00, 0.01, 0.00, 0.00, 0.00, 0.00, 0.01, 0.00, 0.00, 0.03, 0.00, 0.00, 0.00, 0.00, 0.00, 0.00, 0.00, 0.00, 0.00, 0.00, 0.00, 0.00, 0.00, 0.00, 0.00, 0.00, 0.00, 0.00, 0.00, 0.00, 0.00, 0.00, 0.00, 0.00, 0.00, 0.00, 0.00, 0.00, 0.00, 0.00, 0.00, 0.00, 0.00, 0.00, 0.00, 0.00, 0.00, 0.00, 0.00, 0.00, 0.00, 0.00, 0.00, 0.00, 0.00, 0.06, 0.01]
}

=====

[3]
{
  "formula": "C29H37CoN3O8S",
  "method": "ωB97M-V/def2-TZVPD",
  "multiplicity": 4,
  "lumo_ev": -0.28,
  "gap_ha": 0.288,
  "symbols": ["Co", "O", "C", "C", "O", "O", "C", "C", "C", "C", "C", "C", "C", "C", "C", "C", "C", "C", "H", "H", "H", "H", "H", "H", "H", "H", "H", "H", "H", "N", "C", "C", "N", "H", "H", "H", "H", "H", "H", "H", "H", "O", "C", "O", "C", "C", "C", "C", "C", "C", "N", "O", "O", "H", "H", "H", "H", "C", "C", "C", "S", "O", "C", "C", "C", "H", "H", "H", "H", "H", "H", "H", "H", "H", "H", "H", "H", "H", "H"],
  "coordinates": [[1.69921, -0.86753, -0.29248], [0.39236, 1.80670, 1.98604], [-0.46831, 0.86477, 2.56001], [-0.37204, -0.54354, 1.87564], [-1.30085, -1.35555, 1.85987], [0.79545, -0.76666, 1.40459], [-0.01831, 0.59066, 4.00393], [0.36770, 1.70870, 4.71172], [0.62494, 1.64900, 6.10757], [0.72443, 0.36789, 6.65056], [0.45342, -0.77671, 5.91783], [-0.03214, -0.66368, 4.62747], [-1.84203, 1.37025, 2.70683], [-2.17278, 2.61359, 2.21360], [-3.47515, 3.12814, 2.36321], [-4.47295, 2.33848, 2.90502], [-4.16986, 1.09047, 3.33985], [-2.89876, 0.54893, 3.22490], [0.69724, 1.41930, 1.13959], [0.32633, 2.67318, 4.22766], [0.74034, 2.55550, 6.71332], [0.95691, 0.25200, 7.76439], [0.51377, -1.76816, 6.39011], [-0.51724, -1.52138, 4.15745], [-1.47771, 3.22654, 1.70999], [-3.58090, 4.16390, 2.16035], [-5.42123, 2.79223, 3.15224], [-4.90733, 0.37070, 3.67734], [-2.70691, -0.51534, 3.43494], [3.28590, -0.63305, 0.94780], [4.55323, -0.27520, 0.19095], [4.59831, -0.89524, -1.20303], [3.22671, -0.95187, -1.70183], [3.15286, -0.02293, 1.72503], [3.29907, -1.56889, 1.36178], [5.50379, -0.60951, 0.66730], [4.65388, 0.78668, 0.13666], [5.20589, -1.80583, -1.23751], [5.12692, -0.17332, -1.81721], [3.10584, -1.78358, -2.26949], [2.93789, -0.10389, -2.30481], [2.05386, 1.42009, -2.57785], [1.12011, 1.59451, -1.75163], [1.02986, 1.00887, -0.57520], [0.10616, 2.65045, -2.00452], [-1.04435, 2.70107, -1.19622], [-2.07855, 3.55382, -1.53808], [-1.90532, 4.40368, -2.66081], [-0.70039, 4.41032, -3.33775], [0.30727, 3.51515, -3.02990], [-0.48856, 5.34323, -4.42565], [0.61368, 5.45942, -4.91274], [-1.57658, 5.85916, -4.73749], [-1.14439, 2.02708, -0.33514], [-3.05542, 3.41495, -1.02340], [-2.67425, 5.05044, -3.00132], [1.14979, 3.46349, -3.68023], [0.69592, -1.37979, -4.81578], [-0.30769, -2.49108, -4.86887], [-0.47138, -3.24295, -3.63432], [-0.66515, -2.26000, -1.93418], [0.78625, -2.23182, -1.31961], [-1.74931, -3.40984, -0.86005], [-0.88550, -4.51409, -0.26867], [-0.25590, -5.53634, -1.20508], [0.79742, -0.88573, -5.80420], [1.69980, -1.79901, -4.62848], [0.51941, -0.66474, -4.00961], [0.01373, -3.24385, -5.60426], [-1.28156, -2.05710, -5.24162], [0.46383, -3.78856, -3.39295], [-1.31558, -3.95162, -3.64424], [-2.61981, -3.76033, -1.45334], [-2.18500, -2.70080, -0.16949], [-1.58521, -5.06836, 0.37267], [-0.09538, -4.06759, 0.34399], [-1.04292, -6.16884, -1.68677], [0.31407, -6.26809, -0.61646], [0.34917, -5.10092, -1.95990]],
  "atomic_forces_ev_per_a": [[-0.4, 0.9, 0.6], [0.1, -0.3, -0.5], [0.6, -1.7, 1.0], [-0.4, -0.3, -0.6], [0.4, 0.6, -0.1], [-0.5, -0.2, 0.7], [0.5, -0.3, 0.1], [-0.1, 0.6, 1.8], [0.1, -0.7, -1.3], [0.5, 0.4, 2.4], [-0.4, -0.4, 0.2], [-0.2, 0.2, -0.3], [-2.3, -0.7, -0.7], [-1.5, 0.1, 0.6], [1.0, -1.0, 0.3], [-0.1, 2.1, 0.3], [0.6, -2.7, 0.0], [1.1, 0.7, -0.4], [0.0, 0.4, 0.1], [0.1, 0.1, -0.1], [0.1, -0.5, -0.3], [-0.2, 0.2, -1.7], [-0.1, 0.6, -0.2], [0.5, 0.2, -0.1], [1.0, 0.5, -0.2], [-0.6, 0.7, -0.4], [-0.3, -0.1, -0.3], [-0.4, 0.4, 0.2], [-0.1, 0.9, 0.1], [2.6, -0.6, -0.7], [0.7, -1.5, 1.2], [-0.3, 1.5, 0.0], [-0.4, -0.1, -2.0], [-0.4, 0.7, 0.4], [0.4, 0.2, -0.1], [-0.8, 0.2, 0.3], [-0.5, 0.7, 0.0], [-0.8, -0.2, 0.0], [0.5, 0.0, -0.2], [-0.2, 0.1, -0.1], [0.7, -1.1, 1.1], [-1.4, -0.2, 0.8], [1.8, -0.2, 1.2], [0.2, 0.4, -2.5], [-0.3, -0.9, 1.2], [0.0, -0.2, -0.1], [-0.4, -0.1, -0.8], [0.0, -0.7, 1.2], [0.5, -0.6, 1.0], [-0.6, 0.6, -0.9], [-2.4, -0.4, 0.3], [-0.7, 0.6, -0.2], [2.2, 0.7, -1.2], [0.1, 0.3, -0.6], [0.9, 0.6, -0.4], [-0.6, 0.4, 0.0], [0.7, -0.1, 0.0], [1.5, 0.1, -0.5], [-1.4, 1.3, -1.7], [0.2, -1.3, 3.4], [0.4, -0.2, -0.6], [-2.3, -1.5, -1.5], [0.9, 0.2, -1.5], [-0.5, -0.1, 0.6], [-1.5, -1.2, 0.3], [-0.3, 0.0, 0.7], [-0.2, 0.1, 0.1], [-0.2, 0.2, -0.3], [-0.2, 0.2, -0.1], [0.8, -0.6, 0.4], [-0.5, 0.2, -0.2], [0.3, 0.3, 0.0], [0.8, 0.1, -0.2], [0.4, 0.1, 0.7], [0.4, 0.2, 0.3], [-0.3, 0.0, 0.1], [0.5, 0.6, 0.1], [0.1, 0.4, -0.1], [0.7, 0.2, -0.5]],
  "lowdin_spin": [2.70, 0.00, 0.00, 0.01, 0.01, 0.05, 0.00, 0.00, 0.00, 0.00, 0.00, 0.00, 0.00, 0.00, 0.00, 0.00, 0.00, 0.00, 0.00, 0.00, 0.00, 0.00, 0.00, 0.00, 0.00, 0.00, 0.00, 0.00, 0.00, 0.05, 0.00, 0.01, 0.03, 0.00, 0.00, 0.00, 0.00, 0.00, 0.00, 0.00, 0.00, 0.00, 0.00, 0.05, 0.00, 0.00, 0.00, 0.00, 0.00, 0.00, 0.00, 0.00, 0.00, 0.00, 0.00, 0.00, 0.00, 0.00, 0.00, 0.00, 0.01, 0.04, 0.00, 0.00, 0.00, 0.00, 0.00, 0.00, 0.00, 0.00, 0.00, 0.00, 0.00, 0.00, 0.00, 0.00, 0.00, 0.00, 0.00]
}